[1]
ORCA calculation (ωB97M-V with the def2-TZVPD basis set) on the molecule C21H25BrN4O2 at a distorted geometry.

Calculated values
structure (SMILES): COc1ccc(Br)cc1/C=N/NC(=O)CN1CCN(Cc2ccccc2)CC1
LUMO: 0.0031 hartree
HOMO-LUMO gap: 7.73 eV
DFT total energy: -3758.6907 Ha
HOMO energy: -7.65 eV
relative energy (zero: lowest compared OMol25 entry of this formula, charge and spin): 0.0815 eV

Structure (ORCA input):
```
! wB97M-V def2-TZVPD RIJCOSX def2/J DEFGRID3
* xyz 0 1
Br 5.82 -3.29 -1.19
O 0.37 0.28 -2.93
O 4.98 1.95 1.69
N -2.27 -0.29 0.17
N 2.32 0.86 -1.11
N 1.28 1.66 -1.38
N -1.98 2.07 -1.57
C -5.46 -4.09 0.55
C 5.57 -1.64 -0.28
C -1.79 2.14 -0.13
C 5.87 2.40 2.69
C -3.48 -2.78 0.91
C 5.23 0.77 1.08
C -5.58 -1.69 0.50
C -6.20 -2.93 0.40
C -4.10 -4.01 0.81
C 0.32 1.30 -2.30
C 4.49 -0.84 -0.58
C -4.22 -1.61 0.75
C 6.48 -1.26 0.69
C -3.53 -0.27 0.88
C -1.37 0.80 0.50
C 6.31 -0.06 1.36
C 3.17 1.21 -0.23
C -0.82 2.32 -2.40
C 4.30 0.37 0.08
C -2.40 -0.39 -1.28
C -2.82 0.94 -1.94
H -3.84 1.19 -1.63
H -4.22 0.52 0.55
H -1.06 2.92 0.10
H -1.43 -0.71 -1.67
H 1.20 2.55 -0.88
H -0.45 3.32 -2.16
H -3.31 -0.10 1.94
H -1.32 0.91 1.59
H 7.03 0.22 2.12
H 3.09 2.16 0.31
H -2.80 0.83 -3.02
H -5.95 -5.05 0.47
H -6.16 -0.79 0.37
H 5.48 3.35 3.03
H -3.52 -4.92 0.93
H 3.77 -1.12 -1.34
H -7.26 -2.98 0.20
H 5.91 1.70 3.53
H -3.14 -1.16 -1.50
H -0.37 0.51 0.15
H -1.16 2.32 -3.44
H 7.32 -1.89 0.93
H -2.42 -2.71 1.10
H -2.75 2.45 0.30
H 6.88 2.54 2.29
*
```



[2]
ORCA calculation (ωB97M-V with the def2-TZVPD basis set) on a cluster of 3 separate species, C21H25Cl4F10NO4S in total at a distorted geometry.

Calculated values
structure (SMILES): C#C[C@@]1(CCCCC(F)(F)C(F)(F)S(F)(F)(F)(F)F)[C@H]([C@@H](C)F)OC(=O)[C@]1(CC=O)N=C=O.ClCCCl.ClCCCl
LUMO: -0.0730 hartree
HOMO-LUMO gap: 8.27 eV
DFT total energy: -4408.1147 Ha
HOMO energy: -10.26 eV

Structure (ORCA input):
```
! wB97M-V def2-TZVPD RIJCOSX def2/J DEFGRID3
* xyz 0 1
Cl 3.30 -9.48 -1.54
Cl 1.11 -6.86 -1.42
Cl 7.16 4.35 3.64
Cl 4.07 5.32 2.57
S 1.85 -1.35 -3.76
F 3.26 -2.96 -2.12
F 2.78 -2.34 -4.80
F 1.97 -0.15 -4.94
F 1.01 -0.26 -2.82
F 1.47 -1.51 -0.27
F 1.23 -3.78 -0.43
F -5.30 1.49 -1.14
F 0.48 -1.92 -4.56
F 1.45 -3.93 -3.16
F 3.32 -0.76 -3.11
O -2.11 5.22 -0.39
O -1.49 6.24 2.36
O -3.75 3.59 0.07
O 1.57 2.07 2.24
N -0.01 3.41 0.69
C -3.64 2.21 0.59
C 5.64 3.44 3.80
C -2.04 0.80 1.98
C 4.72 3.66 2.61
C -1.43 3.14 1.08
C -0.60 -2.51 -1.41
C -2.40 4.12 0.20
C 1.88 -2.70 -2.51
C -1.40 -1.49 -0.44
C -1.63 3.69 2.59
C -1.81 -0.12 2.90
C -0.99 5.16 2.82
C 1.00 -2.54 -1.19
C 2.75 -6.86 -2.13
C -4.81 1.17 0.19
C -2.11 1.71 0.66
C 0.84 2.75 1.44
C -6.02 1.18 1.29
C -1.34 1.22 -0.67
C 3.10 -8.19 -2.76
C -1.87 -0.17 -1.29
H -4.36 0.10 0.27
H -0.21 1.09 -0.47
H 2.76 -6.08 -2.89
H 3.86 2.99 2.68
H -1.48 -0.20 -2.39
H -1.60 -0.85 3.77
H 5.22 3.47 1.67
H 5.91 2.38 3.86
H -1.03 -3.58 -1.18
H -0.93 -2.28 -2.49
H -1.16 3.00 3.39
H -3.03 -0.20 -1.39
H 5.17 3.72 4.74
H -2.75 3.79 2.89
H -6.79 0.38 0.96
H -5.53 0.79 2.28
H -3.88 2.40 1.71
H 3.46 -6.59 -1.35
H 4.05 -8.11 -3.30
H -0.03 5.24 3.47
H -6.47 2.23 1.44
H -0.88 -1.25 0.55
H -2.40 -2.03 -0.16
H 2.33 -8.52 -3.47
H -1.43 2.07 -1.47
*
```



[3]
ORCA calculation (ωB97M-V with the def2-TZVPD basis set) on the molecule C21H25F3O5.

Calculated values
structure (SMILES): C=CCOC(=O)C1=C[C@@H](c2ccc(C(F)(F)F)cc2)[C@H](CCCO)[C@@H](OCC)O1
LUMO: 0.0222 hartree
HOMO-LUMO gap: 9.88 eV
DFT total energy: -1491.0016 Ha
HOMO energy: -9.27 eV
relative energy (zero: lowest compared OMol25 entry of this formula, charge and spin): 0.1393 eV

Structure (ORCA input):
```
! wB97M-V def2-TZVPD RIJCOSX def2/J DEFGRID3
* xyz 0 1
F -2.04 1.36 -6.39
F -3.72 2.08 -5.27
F -1.90 3.21 -5.31
O 1.40 1.05 0.21
O -2.44 0.19 3.04
O -0.44 0.76 3.91
O 0.82 -0.49 1.84
O 4.50 -4.63 -0.76
C 0.90 -1.16 -0.52
C -1.26 1.85 -2.99
C -3.15 2.24 4.11
C -2.15 -0.16 -3.97
C -0.53 -0.27 1.77
C 3.52 2.04 0.99
C -3.09 0.75 4.19
C 1.48 -0.29 0.61
C 3.14 -4.37 -0.54
C -1.24 -0.46 0.65
C -1.74 -0.87 -2.86
C 2.80 -2.88 -0.64
C -1.91 1.21 -4.03
C -1.09 -0.24 -1.81
C -2.76 3.04 5.09
C -0.64 -1.03 -0.60
C -0.85 1.13 -1.88
C -1.10 0.28 3.03
C 2.00 1.99 1.11
C 1.33 -2.62 -0.32
C -2.38 1.97 -5.24
H -2.29 -0.24 0.64
H 2.93 -4.73 0.47
H -2.36 2.66 6.01
H 2.52 -0.57 0.82
H 1.57 2.95 0.82
H 3.01 -2.53 -1.66
H 0.73 -3.25 -0.98
H 3.80 2.21 -0.05
H -4.09 0.31 4.17
H -2.56 0.43 5.10
H 3.97 1.12 1.34
H 1.70 1.75 2.14
H 1.33 -0.78 -1.46
H 4.75 -4.31 -1.63
H -2.82 4.11 5.00
H -1.05 -2.04 -0.70
H -0.33 1.61 -1.08
H -1.94 -1.94 -2.82
H 3.89 2.86 1.60
H -3.53 2.63 3.18
H 2.52 -4.94 -1.25
H 3.45 -2.34 0.04
H -2.66 -0.65 -4.79
H 1.11 -2.91 0.71
H -1.07 2.91 -3.04
*
```



[4]
ORCA calculation (ωB97M-V with the def2-TZVPD basis set) on the molecule C21H25FN2O4S at a distorted geometry.

Calculated values
structure (SMILES): Cc1ccc(S(=O)(=O)N2CCC(=O)N(CCOCc3cccc(F)c3)CC2)cc1
LUMO: 0.0179 hartree
HOMO-LUMO gap: 9.47 eV
DFT total energy: -1723.7528 Ha
HOMO energy: -8.98 eV
relative energy (zero: lowest compared OMol25 entry of this formula, charge and spin): 0.3095 eV

Structure (ORCA input):
```
! wB97M-V def2-TZVPD RIJCOSX def2/J DEFGRID3
* xyz 0 1
S -0.84 2.81 -0.03
F -0.41 -2.81 2.93
O 4.54 2.04 1.18
O -1.14 3.91 0.85
O -0.40 3.12 -1.36
O 2.90 -1.82 -1.41
N 0.24 1.81 0.78
N 3.15 1.13 -0.34
C -2.25 1.72 -0.12
C -1.36 -2.13 -0.48
C -5.60 -0.92 -0.24
C -3.90 0.41 1.01
C -3.85 0.47 -1.38
C -0.33 -2.68 1.59
C -4.42 0.00 -0.21
C 3.66 -1.30 -0.33
C -2.81 1.27 1.06
C 1.86 1.07 -1.00
C 1.18 2.46 1.65
C 2.26 -3.05 -1.14
C 2.39 3.07 0.94
C -1.45 -2.26 0.90
C 0.86 -2.97 0.96
C 0.95 -2.83 -0.42
C -0.17 -2.41 -1.13
C 0.71 0.72 -0.04
C -2.76 1.33 -1.34
C 4.12 0.12 -0.68
C 3.46 2.04 0.61
H -2.36 -2.04 1.43
H 1.62 2.02 -1.49
H 2.92 -3.71 -0.57
H 1.92 0.29 -1.76
H -5.82 -1.25 -1.26
H -2.22 -1.81 -1.04
H 1.02 -0.09 0.63
H -4.35 0.06 1.93
H 3.06 -1.28 0.59
H -2.30 1.71 -2.24
H 0.62 3.25 2.15
H 2.86 3.80 1.61
H 1.71 -3.31 1.55
H 1.52 1.73 2.40
H -0.10 -2.30 -2.20
H -4.25 0.16 -2.34
H 4.33 0.15 -1.75
H 5.02 0.36 -0.12
H -0.14 0.38 -0.62
H 2.05 3.59 0.04
H -2.39 1.60 2.00
H -5.42 -1.80 0.37
H 4.53 -1.94 -0.16
H -6.48 -0.42 0.15
H 2.07 -3.49 -2.12
*
```



[5]
ORCA calculation (ωB97M-V with the def2-TZVPD basis set) on a structure of composition C21H25IrN4O7S at a distorted geometry.

Calculated values
LUMO (alpha / beta): 0.0761 / 0.0640 hartree
HOMO-LUMO gap (alpha / beta): 6.45 / 6.11 eV
DFT total energy: -2063.5200 Ha
HOMO energy (alpha / beta): -4.38 / -4.37 eV
relative energy (zero: lowest compared OMol25 entry of this formula, charge and spin): 2.8194 eV

Structure (ORCA input):
```
! wB97M-V def2-TZVPD RIJCOSX def2/J DEFGRID3
* xyz -1 2
Ir 0.62 0.28 0.30
S -0.04 -0.55 -1.86
O -1.42 0.79 0.13
O 3.13 -1.72 3.11
O -3.35 1.06 1.24
O -0.58 -1.63 1.09
O 1.60 -0.32 2.29
O 3.06 -3.02 -0.60
O 2.02 -1.09 -0.25
N 0.06 1.63 2.05
N -1.49 1.68 -2.42
N -2.31 -0.44 -3.10
N 1.99 1.80 0.00
C 3.73 3.21 0.27
C 3.37 3.20 -1.09
C -1.25 -3.83 0.91
C -2.55 2.24 -2.98
C -1.42 0.35 -2.49
C -4.37 -0.76 -4.32
C 2.07 -1.50 2.57
C -3.37 0.14 -3.66
C 3.04 2.10 2.41
C -0.32 -2.20 2.40
C 1.74 1.99 -2.56
C 2.91 2.35 0.93
C 1.15 -3.13 0.79
C 2.33 2.34 -1.25
C -3.54 1.52 -3.63
C -2.14 1.15 1.15
C -1.36 1.79 2.27
C -1.26 -3.41 2.41
C 2.17 -2.40 -0.08
C 1.13 -2.66 2.27
C -0.27 -2.82 0.33
H -0.93 -4.86 0.75
H -0.50 -1.47 3.18
H 2.42 2.78 3.01
H -1.64 2.84 2.28
H 1.38 -4.19 0.70
H 4.52 3.77 0.75
H -0.38 -2.62 -0.73
H 0.54 1.04 2.73
H 2.78 1.09 2.67
H -4.39 2.00 -4.08
H 3.83 3.76 -1.90
H 4.07 2.27 2.69
H -5.02 -0.21 -5.00
H -2.60 3.33 -2.93
H 0.67 2.14 -2.58
H -3.85 -1.55 -4.86
H 1.40 -3.45 2.96
H -0.89 -4.19 3.07
H -1.68 1.34 3.21
H 2.21 2.60 -3.34
H -2.24 -3.70 0.47
H -2.26 -3.12 2.73
H 1.91 0.94 -2.79
H 0.57 2.49 1.92
H -4.99 -1.24 -3.56
*
```



[6]
ORCA calculation (ωB97M-V with the def2-TZVPD basis set) on a cluster of 3 separate species, C21H25N2O9 in total.

Calculated values
LUMO: 0.0029 hartree
HOMO-LUMO gap: 1.85 eV
DFT total energy: -1601.7884 Ha
HOMO energy: -1.77 eV

Structure (ORCA input):
```
! wB97M-V def2-TZVPD RIJCOSX def2/J DEFGRID3
* xyz -1 1
O 2.64 -0.25 1.10
O 1.42 -2.68 -3.66
O -3.75 -0.14 1.32
O 0.33 0.17 -0.05
O 3.70 -3.15 -2.46
O 3.01 -0.76 -5.55
O 6.62 3.17 -4.29
O 3.02 0.37 -3.15
O 6.57 2.09 -6.67
N -1.22 2.35 3.29
N -2.83 -0.37 5.59
C -1.65 0.10 2.36
C 1.08 -0.60 -0.66
C 0.75 -1.24 -1.91
C -2.73 -1.32 4.75
C 1.64 -2.06 -2.48
C -5.16 2.42 2.52
C -1.88 -2.56 5.05
C -5.46 1.62 1.25
C 4.79 0.60 -6.22
C 3.86 0.78 -3.92
C -5.12 0.14 1.32
C 2.41 -0.88 -0.05
C 2.96 -2.36 -1.87
C 3.90 0.19 -5.31
C 5.70 2.23 -4.51
C 3.29 -1.72 -0.62
C 5.74 1.65 -5.89
C -3.45 -1.29 3.43
C -1.25 1.56 2.30
C 4.82 1.82 -3.59
C -3.14 -0.04 2.62
H -6.54 1.68 1.05
H -1.45 -0.34 1.37
H -0.91 -2.23 5.41
H 7.11 3.26 -5.12
H 4.83 0.18 -7.22
H 4.26 -1.93 -0.18
H -1.55 1.83 4.11
H 2.47 -0.89 -4.75
H -4.13 2.78 2.49
H -3.27 -2.23 2.87
H -2.26 -0.59 6.41
H 1.83 0.27 1.28
H -5.20 1.78 3.39
H -1.06 -0.43 3.11
H -4.96 2.05 0.38
H -1.72 -3.13 4.14
H -5.53 -0.33 0.42
H -2.38 -3.20 5.78
H 4.79 2.23 -2.59
H -0.94 1.97 1.34
H -0.21 -1.02 -2.36
H -5.65 -0.32 2.16
H 2.22 -3.23 -3.80
H -4.52 -1.29 3.68
H -5.82 3.29 2.63
*
```



[7]
ORCA calculation (ωB97M-V with the def2-TZVPD basis set) on the molecule C21H25N3O4S at a distorted geometry.

Calculated values
structure (SMILES): CC(=O)N[C@@H](CC(=O)Nc1ccc(S(=O)(=O)N2CCCC2)cc1)c1ccccc1
LUMO: 0.0188 hartree
HOMO-LUMO gap: 9.30 eV
DFT total energy: -1678.6871 Ha
HOMO energy: -8.79 eV
relative energy (zero: lowest compared OMol25 entry of this formula, charge and spin): 0.8446 eV

Structure (ORCA input):
```
! wB97M-V def2-TZVPD RIJCOSX def2/J DEFGRID3
* xyz 0 1
S -3.81 3.19 -0.97
O 2.31 0.28 0.70
O -3.88 4.38 -0.18
O -1.00 -2.72 1.12
O -5.04 2.54 -1.35
N 2.35 -1.96 0.59
N -2.83 3.53 -2.31
N -0.21 -0.68 1.75
C -4.11 3.09 -4.24
C -2.98 2.55 -3.36
C -3.16 0.68 -0.01
C 2.24 -0.74 -1.48
C 5.64 -4.70 3.15
C 5.74 -3.85 2.06
C -1.53 2.42 0.32
C 2.35 -2.16 2.02
C 0.97 -2.66 2.49
C 4.68 -3.04 1.71
C -3.06 4.84 -2.91
C 4.47 -4.73 3.88
C 2.31 -0.73 0.03
C -1.09 0.19 1.10
C -3.90 4.60 -4.19
C 3.40 -3.92 3.53
C -0.70 1.52 0.95
C -0.18 -2.04 1.71
C -2.33 -0.23 0.61
C -2.76 2.00 -0.15
C 3.49 -3.07 2.43
H -4.84 5.14 -4.15
H 6.66 -3.81 1.49
H -2.63 -1.26 0.72
H -4.13 0.39 -0.39
H 4.77 -2.37 0.87
H -4.09 2.69 -5.25
H 0.28 1.83 1.31
H 2.55 -1.16 2.45
H -2.09 5.27 -3.15
H -3.55 5.47 -2.18
H 3.03 -1.36 -1.90
H -5.06 2.82 -3.77
H 4.38 -5.38 4.74
H -1.25 3.45 0.20
H -3.35 4.95 -5.07
H -2.04 2.49 -3.92
H 2.50 -3.96 4.12
H -3.20 1.58 -2.92
H 2.34 0.28 -1.85
H 0.83 -2.45 3.55
H 2.28 -2.78 0.01
H 1.28 -1.13 -1.79
H 0.90 -3.74 2.33
H 6.47 -5.33 3.43
H 0.61 -0.21 2.12
*
```



[8]
ORCA calculation (ωB97M-V with the def2-TZVPD basis set) on a cluster of 2 separate species, C21H25N5O7 in total at a distorted geometry.

Calculated values
structure (SMILES): CC(=O)Nc1ccc(O)c(-c2cc(C(=O)O)ccn2)c1.CNC(=O)[C@H](CC(N)=O)NC(C)=O
LUMO: -0.0321 hartree
HOMO-LUMO gap: 7.35 eV
DFT total energy: -1615.8017 Ha
HOMO energy: -8.23 eV
relative energy (zero: lowest compared OMol25 entry of this formula, charge and spin): 0.0498 eV

Structure (ORCA input):
```
! wB97M-V def2-TZVPD RIJCOSX def2/J DEFGRID3
* xyz 0 1
O 6.58 1.35 -2.18
O -8.59 -1.94 1.39
O -2.07 -2.82 2.20
O 6.48 -1.55 -0.79
O 3.56 2.63 -2.25
O -0.24 3.99 0.52
O -2.50 3.98 0.58
N 6.20 0.45 -4.20
N -1.12 -0.35 2.86
N 2.16 2.08 -0.66
N 4.76 -1.50 -2.25
N -7.09 -0.38 2.17
C -3.31 -2.23 2.19
C -5.72 -2.47 2.11
C -0.06 1.72 2.23
C -5.88 -1.07 2.18
C -2.32 1.30 1.61
C -4.73 -0.28 2.27
C 5.88 0.66 -2.91
C 4.60 -0.04 -2.40
C -1.22 2.16 1.57
C -1.29 3.46 0.86
C 3.24 1.85 -1.37
C 7.35 1.05 -4.85
C 5.67 -2.12 -1.50
C 5.63 -3.63 -1.54
C -3.44 -0.83 2.25
C -0.05 0.47 2.86
C 4.00 0.55 -1.11
C -9.41 0.26 1.55
C -4.44 -3.03 2.12
C -8.33 -0.79 1.72
C -2.26 0.06 2.26
H -9.08 1.03 0.84
H 1.69 2.96 -0.83
H 3.30 -0.16 -0.68
H 4.69 -3.99 -1.12
H 8.26 0.76 -4.32
H -2.32 4.81 0.12
H 5.59 -0.13 -4.74
H 0.83 2.34 2.26
H -9.62 0.74 2.52
H 3.86 0.11 -3.18
H -4.32 -4.11 2.07
H -4.86 0.79 2.35
H 6.46 -4.02 -0.94
H -3.23 1.59 1.10
H 7.27 2.14 -4.83
H 0.86 0.15 3.36
H 4.12 -2.09 -2.77
H -6.58 -3.12 2.05
H 1.89 1.45 0.06
H 7.42 0.72 -5.89
H -1.43 -2.14 2.49
H 5.74 -3.97 -2.56
H -10.33 -0.19 1.18
H -7.03 0.62 2.35
H 4.78 0.74 -0.38
*
```